Here is a molecular structure, C22H50N8O3P2PtS from OMol25. Energies are from wB97M-V/def2-TZVPD.

Geometry as ORCA input:
```
! wB97M-V def2-TZVPD RIJCOSX def2/J DEFGRID3
* xyz 2 3
Pt 0.37 -0.07 0.29
C 2.98 4.44 -0.47
N 3.06 3.80 0.84
C 3.70 4.60 1.88
P 2.67 2.24 0.98
O 1.26 1.96 0.52
O 3.70 1.48 -0.02
P 3.69 -0.04 -0.59
O 2.38 -0.70 -0.28
N 4.93 -0.81 0.11
C 6.24 -0.19 0.28
C 4.84 -2.20 0.55
N 3.95 0.11 -2.19
C 3.08 1.01 -2.94
C 5.28 -0.05 -2.80
N 2.96 1.69 2.47
C 1.90 1.37 3.42
C 4.32 1.44 2.95
H 2.40 5.36 -0.39
H 2.49 3.79 -1.19
H 3.98 4.68 -0.84
H 3.21 5.58 1.91
H 4.76 4.74 1.68
H 3.57 4.13 2.86
H 7.00 -0.76 -0.26
H 6.51 -0.17 1.34
H 6.25 0.83 -0.10
H 3.82 -2.56 0.42
H 5.10 -2.26 1.61
H 5.52 -2.82 -0.02
H 2.11 1.10 -2.44
H 2.91 0.61 -3.94
H 3.53 2.01 -3.03
H 5.81 -0.88 -2.34
H 5.88 0.86 -2.72
H 5.14 -0.29 -3.85
H 0.93 1.67 3.03
H 2.07 1.91 4.36
H 1.89 0.30 3.63
H 5.06 1.76 2.22
H 4.46 0.37 3.15
H 4.49 2.00 3.88
C -1.40 -0.76 6.18
C -1.83 -2.22 6.30
C -1.98 -2.95 4.97
C -3.01 -2.36 4.00
N -2.43 -1.25 3.22
C -2.22 -1.06 1.93
S -1.51 0.50 1.51
N -2.53 -1.88 0.94
C -2.98 -3.28 0.94
C -1.91 -4.28 1.33
C -0.69 -4.32 0.41
C 0.39 -3.28 0.69
H -1.16 -0.34 7.16
H -2.18 -0.12 5.77
H -0.50 -0.65 5.56
H -2.78 -2.27 6.84
H -1.11 -2.76 6.90
H -2.29 -3.98 5.17
H -1.02 -3.01 4.46
H -3.87 -1.95 4.54
H -3.38 -3.11 3.32
H -2.05 -0.50 3.78
H -2.33 -1.48 0.03
H -3.32 -3.47 -0.08
H -3.87 -3.37 1.56
H -2.38 -5.26 1.34
H -1.58 -4.10 2.36
H -1.01 -4.24 -0.63
H -0.22 -5.30 0.49
H 0.05 -2.25 0.46
H 1.28 -3.44 0.08
H 0.69 -3.26 1.74
N -0.73 2.26 -1.70
C -0.66 1.11 -2.40
C -1.14 1.03 -3.72
C -1.00 -0.14 -4.42
C -0.37 -1.24 -3.82
C 0.05 -1.11 -2.53
N -0.10 0.03 -1.81
H -1.17 3.06 -2.13
H -0.24 2.39 -0.84
H -1.59 1.90 -4.17
H -1.36 -0.20 -5.44
H -0.23 -2.18 -4.34
H 0.55 -1.91 -2.00
*
```

Output
Molar mass = 763.79 g mol⁻¹
Electronic energy = -74340.95234 eV
Strongest force on any atom = 0.41 eV/A
E_HOMO (alpha / beta) = -0.49364 / -0.50009 Eh
E_LUMO (alpha / beta) = -4.21 / -6.39 eV

***

Here is 2 unconnected molecules or ions with the total composition C8H6 from OMol25. Energies are from wB97M-V/def2-TZVPD.

Geometry as ORCA input:
```
! wB97M-V def2-TZVPD RIJCOSX def2/J DEFGRID3
* xyz 0 1
C -0.43 1.51 0.12
C -1.54 0.68 0.29
C 1.98 0.52 -0.20
C 0.53 0.74 -0.46
C -0.89 -1.66 -0.77
C 1.56 -0.72 0.17
C -1.20 -0.63 0.27
C 0.13 -0.72 -0.28
H -0.46 2.56 0.11
H -2.58 0.94 0.60
H 2.77 1.18 -0.14
H -0.83 -2.78 -0.72
H -1.27 -1.36 -1.75
H 2.22 -0.23 2.78
*
```

Output
Molar mass = 102.14 g mol⁻¹
ΔE to the lowest compared entry with this formula, charge and spin = 740.71 kJ/mol
Electronic energy = -8381.55771 eV
Strongest force on any atom = 4.10 eV/A
E_HOMO (alpha / beta) = -0.28896 / -0.29624 Eh
E_LUMO (alpha / beta) = -1.30 / 0.01 eV